The following is a DFT calculation (ωB97M-V/def2-TZVPD) of 5 unconnected molecules or ions with the total composition CH10O5 at a distorted geometry.

```
16
Properties=species:S:1:pos:R:3:lowdin_charge:R:1
C -1.437 -1.997 0.594 -0.14
O -0.454 -2.384 1.165 -0.01
H -2.467 -2.030 0.992 0.09
H -1.354 -1.521 -0.391 0.06
O 1.915 -0.679 -0.277 -0.05
H 1.343 -1.277 0.217 0.03
H 2.840 -0.930 -0.439 0.08
O 1.962 2.021 1.303 -0.05
H 1.896 1.142 0.945 -0.02
H 2.401 2.505 0.601 0.05
O -2.527 0.381 -0.523 -0.09
H -3.203 0.397 -1.206 0.04
H -1.861 1.033 -0.829 0.02
O 0.117 1.374 -0.977 -0.07
H 0.318 1.468 -0.029 0.02
H 0.513 0.497 -1.145 0.03
```

For the calculated total energy, the calculation gives -420.26958 a.u. The calculation puts the gap between HOMO and LUMO at 10.660 eV. The calculation puts the LUMO energy at 0.01637 Eh. The multiplicity is 1. Its net charge is 0. The value obtained for the HOMO energy is -0.37539 Eh. Its SMILES is C=O.O.O.O.O. The value obtained for the energy above the lowest of the compared OMol25 structures with the same formula, charge and spin is 0.360 eV.